Run A
Density functional theory data (ωB97M-V/def2-TZVPD) for a structure of composition C3H3Br2Cl.

Summary:
Kohn-Sham gap	10.2	eV

```
! RIJCOSX wB97M-V def2-TZVPD def2/J DEFGRID3
* xyz 0 1
C 1.053 0.333 -0.039
C -0.382 0.199 0.407
C -1.106 -0.771 -0.146
Cl -0.519 -2.028 -1.146
Br -2.967 -1.126 0.323
Br 1.471 2.271 -0.171
H 1.928 0.060 0.679
H 1.149 0.023 -0.998
H -0.628 1.039 1.090
*
```



Run B
Density functional theory data (ωB97M-V/def2-TZVPD) for a structure of composition C3H3Br2Cl.

Summary:
Kohn-Sham gap (spin up / spin down)	7.1 / 6.9	eV

```
! RIJCOSX wB97M-V def2-TZVPD def2/J DEFGRID3
* xyz 0 1
C -0.599 -0.662 0.093
C -0.220 1.745 0.096
C 0.814 -1.202 -0.104
Cl -1.592 2.491 -0.496
Br -1.908 -0.937 -1.115
Br 0.268 2.335 1.835
H 0.979 -1.832 0.761
H 1.041 -1.714 -1.053
H 1.217 -0.224 -0.016
*
```



Stability verdict: run A, ahead by 498.3 kJ/mol



Run A
Density functional theory data (ωB97M-V/def2-TZVPD) for a cluster of 4 separate species, C3H11NO3 in total.

Summary:
SMILES	C=CN=C.O.O.O
Kohn-Sham gap	9.7	eV

```
! RIJCOSX wB97M-V def2-TZVPD def2/J DEFGRID3
* xyz 0 1
C -0.812 -0.128 0.144
C -1.493 -1.190 0.581
C 0.738 -0.853 -1.414
N -0.139 -0.013 -1.073
H -0.627 0.728 0.788
H -1.722 -1.946 -0.172
H -2.043 -1.295 1.498
H 1.415 -0.623 -2.241
H 0.793 -1.896 -1.089
H -1.173 1.567 -4.788
H -0.813 2.065 -3.442
O -0.594 1.331 -4.048
H 2.257 1.164 0.873
H 2.841 2.093 1.878
O 2.555 1.166 1.773
H -1.190 -0.663 4.252
H 0.087 -1.382 3.848
O -0.635 -0.852 3.487
*
```



Run B
Density functional theory data (ωB97M-V/def2-TZVPD) for a cluster of 2 separate species, C3H11NO3 in total.

Summary:
SMILES	NC(CO)CO.O
Kohn-Sham gap	10.7	eV

```
! RIJCOSX wB97M-V def2-TZVPD def2/J DEFGRID3
* xyz 0 1
C -0.311 -1.257 1.536
O 0.922 -1.794 2.016
C -0.010 -0.604 0.198
C -1.306 -0.086 -0.401
O -1.219 0.115 -1.793
N 0.918 0.553 0.368
H -1.030 -2.074 1.415
H -0.695 -0.508 2.241
H 0.751 -2.441 2.709
H 0.428 -1.360 -0.460
H -1.530 0.845 0.123
H -2.119 -0.807 -0.301
H -0.837 0.945 -2.096
H 0.597 0.997 1.231
H 1.780 0.127 0.703
H 1.398 2.937 -1.316
H 0.536 1.723 -1.320
O 0.750 2.488 -1.870
*
```



Stability verdict: run B, ahead by 152.8 kJ/mol



Run A
Density functional theory data (ωB97M-V/def2-TZVPD) for a cluster of 3 separate species, C3H11NO3 in total.

Summary:
SMILES	CCC(N)=O.O.O
Kohn-Sham gap	10.7	eV

```
! RIJCOSX wB97M-V def2-TZVPD def2/J DEFGRID3
* xyz 0 1
C 1.659 -0.371 2.346
C 1.298 -0.047 0.894
C 0.111 -0.779 0.260
N -0.058 -2.121 0.486
O -0.482 -0.233 -0.654
H 2.680 -0.017 2.552
H 1.084 0.119 3.122
H 1.813 -1.442 2.443
H 2.195 -0.220 0.301
H 0.928 0.989 0.891
H 0.224 -2.632 1.310
H -0.810 -2.499 -0.058
H -1.552 3.925 -0.999
H -0.818 5.277 -1.453
O -1.610 4.765 -1.465
H -2.736 -1.335 -3.871
H -1.552 -1.467 -2.908
O -2.374 -1.912 -3.198
*
```



Run B
Density functional theory data (ωB97M-V/def2-TZVPD) for a cluster of 3 separate species, C3H11NO3 in total.

Summary:
SMILES	CCNC=O.O.O
Kohn-Sham gap	10.7	eV

```
! RIJCOSX wB97M-V def2-TZVPD def2/J DEFGRID3
* xyz 0 1
C 0.366 -1.282 -1.176
N 0.994 -0.365 -0.279
C 2.402 -0.067 -0.221
C 2.600 1.498 -0.079
O -0.850 -1.360 -1.223
H 0.951 -1.976 -1.802
H 0.466 0.040 0.455
H 2.939 -0.586 -0.990
H 2.856 -0.567 0.682
H 3.474 1.643 -0.822
H 2.858 1.692 0.966
H 1.695 1.912 -0.557
H -1.643 -0.907 0.405
H -2.763 -1.379 1.299
O -2.387 -0.594 1.084
H -4.645 0.256 0.178
H -4.426 0.982 1.441
O -4.888 1.061 0.639
*
```



Stability verdict: run A, ahead by 93.0 kJ/mol